[1]
Formula: C50H48BrN6OS3SeSiTl
Source: the OMol25 dataset
Level of theory: ωB97M-V/def2-TZVPD

Geometry as XYZ:
```
112
Properties=species:S:1:pos:R:3:lowdin_charge:R:1
Tl -1.161 -0.672 1.537 0.58
S -2.424 1.593 2.917 0.43
C -1.200 2.763 3.374 -0.70
C -1.438 3.560 4.508 -0.14
C -0.533 4.492 4.969 -0.10
C 0.689 4.659 4.325 -0.10
C 0.959 3.889 3.212 -0.13
C 0.022 2.984 2.716 -0.58
S 0.460 2.029 1.264 0.64
H -2.373 3.410 5.031 0.09
H -0.770 5.077 5.848 0.10
H 1.421 5.366 4.689 0.10
H 1.920 3.976 2.721 0.09
N -4.106 1.024 -2.294 0.12
C -3.903 2.384 -2.591 -0.26
C -4.208 2.882 -3.846 -0.03
C -3.999 4.226 -4.132 -0.09
C -3.468 5.062 -3.164 -0.09
C -3.155 4.551 -1.911 -0.11
C -3.384 3.218 -1.607 -0.47
S -3.047 2.623 0.035 0.92
N -2.912 0.951 -0.253 -0.26
C -3.446 0.390 -1.256 -0.37
C -3.420 -1.109 -1.351 -0.21
C -3.462 -1.761 -2.581 -0.01
C -3.502 -3.145 -2.607 -0.05
C -3.506 -3.837 -1.409 -0.07
C -3.416 -3.103 -0.235 -0.15
N -3.361 -1.778 -0.201 0.08
H -4.500 0.453 -3.021 0.12
H -4.621 2.221 -4.599 0.11
H -4.251 4.610 -5.110 0.10
H -3.290 6.105 -3.382 0.10
H -2.746 5.200 -1.147 0.10
H -3.427 -1.207 -3.509 0.11
H -3.522 -3.673 -3.551 0.11
H -3.549 -4.916 -1.379 0.10
H -3.364 -3.601 0.728 0.11
C -2.105 -5.938 4.287 -0.04
N -2.997 -4.813 4.108 -0.14
C -4.361 -4.915 3.927 -0.06
C -4.841 -3.659 3.836 -0.05
N -3.770 -2.804 3.969 -0.12
C -3.865 -1.351 3.918 -0.08
C -2.623 -3.508 4.135 -0.72
Se -0.912 -2.834 4.287 0.60
H -2.409 -6.521 5.155 0.09
H -1.103 -5.543 4.442 0.03
H -2.115 -6.571 3.399 0.09
H -4.860 -5.865 3.879 0.12
H -5.841 -3.296 3.695 0.12
H -4.683 -1.021 4.555 0.10
H -4.039 -1.017 2.894 0.07
H -2.930 -0.924 4.270 0.01
C 5.562 -2.385 -2.916 -0.04
C 4.726 -2.454 -1.669 -0.27
C 4.128 -3.642 -1.276 -0.02
C 3.364 -3.722 -0.118 -0.21
C 2.737 -5.046 0.244 -0.05
C 3.186 -2.568 0.657 -0.11
C 2.325 -2.662 1.861 -0.20
O 1.669 -1.759 2.323 -0.05
C 3.795 -1.359 0.289 -0.19
C 3.682 -0.113 1.120 -0.03
C 4.555 -1.329 -0.871 -0.01
H 5.366 -3.231 -3.572 0.08
H 6.625 -2.395 -2.669 0.09
H 5.368 -1.467 -3.471 0.07
H 4.254 -4.530 -1.885 0.12
H 2.889 -5.761 -0.563 0.07
H 1.663 -4.964 0.415 0.06
H 3.180 -5.465 1.149 0.09
H 2.262 -3.661 2.328 0.13
H 3.854 -0.317 2.177 0.09
H 2.689 0.330 1.057 0.03
H 4.414 0.621 0.783 0.07
H 5.029 -0.397 -1.159 0.12
Br -0.079 -5.799 -2.123 0.75
C 0.451 -3.985 -2.048 -0.68
C 1.325 -3.462 -2.982 -0.11
C 1.675 -2.128 -2.864 -0.05
C 1.125 -1.380 -1.834 -0.11
N 0.280 -1.891 -0.944 0.06
C -0.041 -3.172 -1.040 -0.22
H 1.726 -4.084 -3.771 0.11
H 2.365 -1.671 -3.558 0.11
H 1.366 -0.330 -1.721 0.10
H -0.705 -3.569 -0.280 0.09
C 1.353 1.091 -4.176 -0.11
C 0.087 1.430 -3.721 -0.08
C -0.055 2.155 -2.547 -0.09
C 1.058 2.553 -1.801 -0.29
C 2.322 2.196 -2.274 -0.09
C 2.471 1.475 -3.452 -0.10
Si 0.760 3.524 -0.224 0.49
C 2.164 4.676 0.194 -0.32
C 3.470 4.228 0.408 -0.11
C 4.475 5.105 0.781 -0.08
C 4.188 6.452 0.959 -0.09
C 2.898 6.915 0.761 -0.08
C 1.896 6.032 0.381 -0.10
H 1.467 0.532 -5.097 0.10
H -0.791 1.142 -4.286 0.10
H -1.046 2.430 -2.214 0.07
H 3.209 2.502 -1.737 0.09
H 3.462 1.222 -3.807 0.10
H -0.454 4.352 -0.394 0.00
H 3.702 3.173 0.323 0.09
H 5.480 4.739 0.948 0.10
H 4.969 7.137 1.261 0.10
H 2.667 7.960 0.914 0.10
H 0.889 6.402 0.241 0.10
```

Its HOMO energy is -0.225 Ha. The multiplicity is 1. For the energy above the lowest of the compared OMol25 structures with the same formula, charge and spin, the calculation gives 0.375 eV. The value obtained for the HOMO-LUMO gap is 6.2 eV. For the LUMO energy, the calculation gives 0.00384 hartree.

=====

[2]
Formula: C4H5FO2
Source: the OMol25 dataset
Level of theory: ωB97M-V/def2-TZVPD

Geometry as XYZ:
```
12
Properties=species:S:1:pos:R:3:nbo_charge:R:1
C 0.740 0.344 0.431 0.54
C 2.199 -0.356 -0.096 0.77
C -1.757 0.193 0.202 -0.63
C -0.370 -0.111 -0.443 -0.53
O 0.680 1.109 1.350 -0.49
O 2.573 -0.189 -1.220 -0.53
F 2.838 -1.149 0.754 -0.31
H -2.715 -0.362 -0.157 0.23
H -2.060 1.211 -0.094 0.22
H -1.771 0.240 1.260 0.23
H -0.126 0.290 -1.404 0.26
H -0.231 -1.219 -0.583 0.24
```

Its HOMO energy is -0.379 Ha. As for the SMILES: CCC(=O)C(=O)F. The multiplicity is 1. For the energy above the lowest of the compared OMol25 structures with the same formula, charge and spin, the calculation gives 0.831 eV. The value obtained for the HOMO-LUMO gap is 10.9 eV. For the LUMO energy, the calculation gives 0.01981 hartree.

=====

[3]
Formula: C3H6N2OS
Source: the OMol25 dataset
Level of theory: ωB97M-V/def2-TZVPD

Geometry as XYZ:
```
13
Properties=species:S:1:pos:R:3:nbo_charge:R:1
C 1.953 -0.753 -0.219 -0.64
C 0.734 -0.123 0.270 -0.05
C -1.497 -0.007 -0.170 0.66
H 2.038 -1.785 0.180 0.23
H 1.890 -0.749 -1.346 0.23
H 2.797 -0.103 0.187 0.22
H 0.673 -0.280 1.372 0.19
H -1.627 1.775 0.687 0.39
H -3.293 0.291 -0.193 0.34
N -1.186 1.393 -0.131 -0.79
N -2.644 -0.514 -0.126 -0.68
O -0.400 -0.772 -0.295 -0.49
S 0.561 1.627 -0.216 0.37
```

Its HOMO energy is -0.336 Ha. As for the SMILES: [H]/N=C1\NS[C@H](C)O1. The multiplicity is 1. For the energy above the lowest of the compared OMol25 structures with the same formula, charge and spin, the calculation gives 1.824 eV. The value obtained for the HOMO-LUMO gap is 9.7 eV. For the LUMO energy, the calculation gives 0.01981 hartree.

=====

[4]
Formula: C25H23FO11V
Source: the OMol25 dataset
Level of theory: ωB97M-V/def2-TZVPD

Geometry as XYZ:
```
61
Properties=species:S:1:pos:R:3:lowdin_charge:R:1
O 6.394 -11.790 27.652 -0.38
V 5.630 -13.138 27.222 0.97
O 5.886 -14.309 28.311 -0.34
C 6.013 -14.302 24.859 -0.98
O 6.000 -14.570 23.645 -0.01
O 7.023 -13.934 25.510 -0.07
O 4.917 -14.377 25.522 -0.13
F 10.315 -16.104 31.547 0.04
C 9.290 -15.235 31.384 -0.29
C 8.206 -15.382 32.215 -0.04
C 7.101 -14.597 32.033 -0.09
C 7.092 -13.591 31.082 -0.12
C 8.192 -13.407 30.297 -0.08
C 9.296 -14.295 30.368 0.01
H 8.163 -16.202 32.920 0.11
H 6.148 -14.744 32.525 0.10
H 6.251 -12.922 30.976 0.10
H 8.235 -12.660 29.517 0.10
H 10.095 -14.145 29.657 0.11
C 2.029 -14.731 28.591 0.02
C 0.706 -15.113 28.642 -0.02
C -0.307 -14.180 28.663 -0.35
C -0.031 -12.853 28.786 -0.02
C 1.304 -12.412 28.797 -0.01
C 2.319 -13.372 28.635 -0.27
O 3.614 -12.854 28.592 -0.04
O -1.578 -14.583 28.440 0.05
H 2.845 -15.430 28.472 0.13
H 0.572 -16.186 28.600 0.12
H -0.790 -12.083 28.803 0.12
H 1.356 -11.352 29.002 0.11
H 3.850 -12.380 29.394 0.12
H -1.674 -15.485 28.130 0.10
C 2.388 -9.851 26.501 -0.02
C 2.042 -8.473 26.508 -0.01
C 3.042 -7.608 26.051 -0.32
C 4.331 -7.993 25.826 0.00
C 4.667 -9.336 25.900 0.04
C 3.647 -10.281 26.160 -0.27
O 4.036 -11.604 25.952 -0.02
O 2.675 -6.274 25.897 0.02
H 1.639 -10.560 26.828 0.09
H 1.030 -8.114 26.625 0.11
H 5.110 -7.328 25.479 0.11
H 5.628 -9.773 25.660 0.11
H 3.325 -12.159 25.610 0.12
H 1.901 -6.145 26.450 0.08
C 7.683 -9.938 23.198 -0.01
C 7.622 -8.578 23.443 -0.04
C 7.863 -8.122 24.750 -0.36
C 8.239 -9.011 25.740 -0.03
C 8.383 -10.354 25.433 -0.03
C 8.061 -10.850 24.204 -0.33
O 8.154 -12.159 23.851 0.04
O 7.813 -6.771 25.016 0.01
H 7.478 -10.252 22.183 0.11
H 7.455 -7.895 22.620 0.10
H 8.476 -8.588 26.707 0.12
H 8.605 -11.050 26.233 0.12
H 7.812 -12.726 24.576 0.05
H 7.446 -6.340 24.240 0.09
```

Its HOMO energy is -0.174 Ha. The net charge is -1. The multiplicity is 1. The value obtained for the HOMO-LUMO gap is 6.8 eV. For the LUMO energy, the calculation gives 0.07580 hartree.

=====

[5]
Formula: C38H47BCeF3N6O3Si
Source: the OMol25 dataset
Level of theory: ωB97M-V/def2-TZVPD

Geometry as XYZ:
```
100
Properties=species:S:1:pos:R:3:lowdin_charge:R:1
Ce -0.086 0.293 0.131 1.17
C 0.284 -1.131 -4.317 -0.01
N 0.934 0.133 -3.980 -0.11
C 1.247 0.998 -5.109 -0.02
C 1.218 0.453 -2.710 -0.41
N 1.451 -0.402 -1.727 0.04
C 2.080 -1.643 -2.049 -0.20
C 3.252 -1.587 -2.752 -0.02
C 3.829 -2.738 -3.327 -0.06
C 3.180 -3.929 -3.224 -0.03
C 1.995 -4.041 -2.449 -0.16
C 1.326 -5.292 -2.373 -0.03
C 0.196 -5.428 -1.629 -0.06
C -0.242 -4.346 -0.837 -0.02
C 0.411 -3.143 -0.834 -0.21
N 0.053 -2.210 0.187 0.03
C 0.010 -2.691 1.423 -0.39
N 0.828 -3.648 1.907 -0.13
C 2.141 -3.886 1.321 0.00
C 0.361 -4.682 2.822 -0.03
N -0.885 -2.150 2.303 -0.12
C -0.539 -1.889 3.704 -0.01
C -2.072 -1.446 1.848 -0.04
C 1.483 -2.911 -1.756 -0.06
N 1.179 1.795 -2.401 -0.13
C 0.000 2.595 -2.764 -0.01
C 1.967 2.321 -1.295 -0.04
H 0.999 -1.883 -4.654 0.10
H -0.432 -0.931 -5.115 0.09
H -0.263 -1.504 -3.456 0.09
H 1.859 0.440 -5.820 0.10
H 1.797 1.873 -4.778 0.10
H 0.332 1.315 -5.614 0.09
H 3.704 -0.617 -2.924 0.12
H 4.752 -2.655 -3.884 0.11
H 3.562 -4.816 -3.714 0.12
H 1.725 -6.125 -2.938 0.12
H -0.341 -6.367 -1.600 0.11
H -1.081 -4.481 -0.163 0.12
H 2.511 -2.980 0.848 0.10
H 2.119 -4.693 0.585 0.10
H 2.822 -4.158 2.128 0.10
H -0.678 -4.516 3.089 0.09
H 0.964 -4.704 3.732 0.10
H 0.444 -5.654 2.329 0.10
H 0.348 -2.441 3.990 0.09
H -1.366 -2.190 4.347 0.10
H -0.350 -0.825 3.853 0.09
H -2.278 -1.672 0.805 0.06
H -1.979 -0.358 1.995 0.08
H -2.936 -1.736 2.447 0.12
H -0.508 2.151 -3.614 0.09
H 0.311 3.607 -3.027 0.11
H -0.705 2.669 -1.931 0.08
H 2.741 1.614 -1.010 0.10
H 1.342 2.565 -0.425 0.07
H 2.429 3.264 -1.590 0.11
O 3.134 0.061 1.363 0.15
B 1.846 0.271 1.776 -0.58
O 1.728 0.514 3.117 0.15
C 3.044 0.448 3.589 -0.18
C 3.497 0.617 4.875 0.02
C 4.874 0.495 5.055 -0.07
C 5.728 0.219 3.988 -0.07
C 5.246 0.053 2.691 0.02
C 3.886 0.177 2.537 -0.18
H 2.825 0.837 5.692 0.13
H 5.289 0.622 6.046 0.11
H 6.791 0.135 4.169 0.11
H 5.897 -0.159 1.855 0.13
F -5.142 8.591 2.302 0.15
C -4.310 8.103 3.239 -0.59
F -5.062 7.818 4.318 0.14
F -3.471 9.089 3.582 0.14
C -3.582 6.876 2.744 -0.12
C -4.337 5.778 2.352 0.00
C -3.704 4.639 1.893 -0.01
C -2.310 4.591 1.827 -0.25
C -1.562 5.697 2.223 -0.01
C -2.200 6.841 2.680 0.00
C -1.662 3.399 1.347 -0.11
C -1.154 2.374 0.919 -0.13
H -5.418 5.817 2.403 0.13
H -4.282 3.780 1.581 0.12
H -0.483 5.657 2.171 0.12
H -1.622 7.701 2.987 0.12
C -4.093 -1.711 -1.129 -0.16
Si -3.160 -0.314 -1.920 0.30
C -4.003 1.285 -1.518 -0.15
C -3.147 -0.576 -3.752 -0.16
O -1.585 -0.277 -1.356 -0.47
H -4.976 -1.932 -1.735 0.04
H -4.443 -1.461 -0.124 0.03
H -3.499 -2.629 -1.070 0.03
H -5.090 1.162 -1.522 0.04
H -3.756 2.066 -2.243 0.04
H -3.703 1.650 -0.532 0.02
H -4.175 -0.562 -4.127 0.04
H -2.705 -1.540 -4.022 0.03
H -2.591 0.210 -4.272 0.03
```

Its HOMO energy (spin up / spin down) is -0.377 / -0.377 Ha. The net charge is +1. The multiplicity is 1. The value obtained for the HOMO-LUMO gap (spin up / spin down) is 6.4 / 7.9 eV. For the LUMO energy (spin up / spin down), the calculation gives -0.14304 / -0.08760 hartree.

=====

[6]
Formula: C16H50N5O10V
Source: the OMol25 dataset
Level of theory: ωB97M-V/def2-TZVPD

Geometry as XYZ:
```
82
Properties=species:S:1:pos:R:3:lowdin_charge:R:1
V -12.351 5.569 -11.732 1.41
N -14.773 7.865 -12.376 -0.58
O -14.219 6.924 -11.897 -0.10
O -14.118 8.846 -12.743 0.00
O -15.970 7.859 -12.465 0.03
C -16.046 9.195 -16.110 -0.06
C -17.522 9.043 -15.835 -0.42
C -18.386 9.168 -17.107 -0.18
O -18.098 10.364 -17.840 -0.19
C -18.569 11.552 -17.182 -0.08
N -17.638 7.725 -15.219 0.03
H -15.626 8.499 -16.836 0.08
H -15.452 9.125 -15.199 0.06
H -15.816 10.114 -16.650 0.08
H -17.906 9.713 -15.065 0.10
H -19.452 9.098 -16.890 0.12
H -18.140 8.323 -17.749 0.13
H -18.194 12.472 -17.631 0.09
H -18.364 11.527 -16.112 0.07
H -19.647 11.621 -17.324 0.09
H -17.148 7.589 -14.346 0.03
H -17.115 7.053 -15.763 0.06
C -13.585 7.615 -6.509 -0.09
C -13.402 8.293 -7.808 -0.44
C -13.257 9.852 -7.551 -0.17
O -12.987 10.682 -8.669 -0.18
C -13.911 10.682 -9.724 -0.09
N -12.130 7.780 -8.314 0.03
H -14.483 7.973 -6.007 0.09
H -12.817 7.846 -5.771 0.09
H -13.705 6.537 -6.618 0.08
H -14.190 8.085 -8.533 0.12
H -12.430 9.980 -6.853 0.13
H -14.125 10.238 -7.016 0.13
H -13.736 11.482 -10.444 0.09
H -14.892 10.881 -9.294 0.09
H -13.946 9.707 -10.210 0.06
H -11.492 7.810 -7.531 0.07
H -11.798 8.441 -9.002 0.06
C -15.073 4.577 -14.055 -0.03
C -15.004 3.940 -12.688 -0.37
C -15.734 2.621 -12.426 -0.18
O -15.278 1.635 -13.327 -0.17
C -16.034 0.503 -13.209 -0.13
N -13.575 3.732 -12.243 -0.01
H -14.743 3.933 -14.870 0.10
H -14.447 5.466 -14.123 0.07
H -16.106 4.869 -14.244 0.10
H -15.401 4.678 -11.991 0.13
H -16.786 2.788 -12.661 0.14
H -15.589 2.275 -11.403 0.14
H -15.813 0.118 -12.214 0.09
H -15.725 -0.300 -13.878 0.10
H -17.120 0.541 -13.298 0.10
H -13.607 3.116 -11.443 0.10
H -13.235 3.128 -12.978 0.10
C -17.477 11.304 -12.638 -0.05
C -18.015 10.601 -11.375 -0.35
C -19.335 11.264 -10.793 -0.19
O -18.975 12.571 -10.375 -0.20
C -20.067 13.199 -9.645 -0.09
N -18.351 9.255 -11.810 0.01
H -16.525 10.903 -12.987 0.05
H -17.303 12.369 -12.487 0.08
H -18.123 11.213 -13.511 0.06
H -17.280 10.504 -10.576 0.13
H -19.819 10.625 -10.054 0.12
H -20.052 11.432 -11.597 0.12
H -20.922 13.360 -10.301 0.08
H -19.871 14.223 -9.325 0.08
H -20.333 12.643 -8.746 0.08
H -17.544 8.773 -12.181 0.01
H -18.998 9.131 -12.575 0.09
O -17.055 7.267 -9.944 -0.06
H -16.283 7.124 -10.491 -0.03
H -17.661 7.751 -10.505 -0.01
O -13.999 11.767 -13.115 -0.05
H -13.942 10.813 -13.061 -0.03
H -14.653 11.930 -13.795 0.03
O -11.222 9.133 -13.398 -0.05
H -11.199 9.389 -14.320 0.04
H -12.145 9.200 -13.153 -0.03
```

Its HOMO energy (spin up / spin down) is -0.398 / -0.398 Ha. The net charge is +1. The multiplicity is 4. The value obtained for the HOMO-LUMO gap (spin up / spin down) is 3.9 / 4.4 eV. As for the expectation value of S²: 3.758. For the LUMO energy (spin up / spin down), the calculation gives -0.25533 / -0.23537 hartree.

=====

[7]
Formula: C2H4N3P
Source: the OMol25 dataset
Level of theory: ωB97M-V/def2-TZVPD

Geometry as XYZ:
```
10
Properties=species:S:1:pos:R:3:nbo_charge:R:1
C 1.534 -0.477 0.472 -0.32
C 0.417 -0.237 -0.460 0.14
N 1.389 -0.288 1.737 0.10
N 1.259 -0.194 2.864 0.04
N -0.737 -0.048 -0.045 -0.76
P -2.262 -0.040 -0.823 0.52
H 2.490 -0.453 0.137 0.22
H 0.865 -0.147 -1.481 0.16
H -2.073 0.689 -2.047 -0.08
H -2.882 1.194 -0.354 -0.03
```

Its HOMO energy is -0.311 Ha. The multiplicity is 1. For the energy above the lowest of the compared OMol25 structures with the same formula, charge and spin, the calculation gives 2.202 eV. The value obtained for the HOMO-LUMO gap is 9.0 eV. For the LUMO energy, the calculation gives 0.01883 hartree.